1.
DFT (wB97M-V/def2-TZVPD) results for a structure of composition C6H24F18O30S6Zn2 in a non-equilibrium geometry.

Summary:
**E_LUMO**: -4.2 eV
**Total charge**: -2
**Kohn-Sham gap**: 1.15 eV

Last column: Löwdin charge in e.
Cartesian coordinates (Å):
Zn1 -22.59481 -0.60304 -0.40615  0.951
Zn2 -23.35047 7.51358 4.31441  0.899
S1 -13.36539 -2.28834 3.04786  0.529
S2 -27.52996 -0.03105 1.97134  0.538
S3 -14.66647 9.40076 8.82873  0.578
S4 -19.89273 3.50865 2.49474  0.540
S5 -22.06731 5.84517 9.52566  0.607
S6 -24.18264 4.02189 -2.99760  0.517
F1 -14.76011 9.05809 6.05775  0.123
F2 -28.88868 1.93275 0.86057  0.079
F3 -17.63305 5.08711 2.67600  0.098
F4 -29.83385 -0.06117 0.54651  0.114
F5 -15.52520 -1.08034 3.90570  0.118
F6 -28.16501 0.48021 -0.72256  0.089
F7 -23.88425 3.61267 -5.66744  0.124
F8 -18.36923 4.71507 0.59313  0.134
F9 -22.72343 6.45692 12.03599  0.090
F10 -24.11413 7.21860 10.53837  0.152
F11 -17.35980 3.12318 1.61642  0.129
F12 -12.71173 9.50922 6.90486  0.108
F13 -15.20113 -3.11717 4.73560  0.130
F14 -14.27966 11.09152 6.77586  0.081
F15 -25.23264 5.18912 -5.21247  0.156
F16 -15.98712 -2.75466 2.74338  0.156
F17 -25.89707 3.17100 -5.01565  0.109
F18 -22.32037 8.29396 10.78347  0.140
O1 -14.31862 4.79480 -4.55640  -0.054
O2 -18.51319 3.96390 -4.53555  -0.051
O3 -26.22720 -0.29393 1.30359  -0.354
O4 -12.66756 3.52121 5.37341  -0.050
O5 -24.14986 2.61042 -2.62958  -0.331
O6 -22.63789 4.49685 9.87050  -0.253
O7 -27.49045 1.11022 2.92347  -0.322
O8 -15.79275 -1.16827 -1.78204  -0.056
O9 -20.00701 -0.21212 -2.55211  -0.097
O10 -22.28161 -0.37932 7.20044  -0.052
O11 -20.80520 8.86360 -2.83527  -0.055
O12 -13.56578 9.83646 9.77942  -0.303
O13 -13.11230 -3.62689 2.49154  -0.333
O14 -25.10164 4.78082 -2.13344  -0.317
O15 -20.58497 5.91779 9.66386  -0.250
O16 -20.49395 9.63141 4.32556  -0.095
O17 -15.94874 10.08803 9.08877  -0.283
O18 -22.83256 4.64605 -3.01764  -0.339
O19 -13.34252 -1.28088 1.95568  -0.336
O20 -22.57119 6.25406 8.18151  -0.292
O21 -19.72786 3.04564 3.84996  -0.263
O22 -14.82991 7.94886 8.97758  -0.261
O23 -20.72483 4.74538 2.39121  -0.306
O24 -21.08679 -3.07564 1.28744  -0.101
O25 -24.42698 8.56875 1.13011  -0.094
O26 -26.15850 5.49352 4.16303  -0.097
O27 -20.51164 2.45010 1.66393  -0.284
O28 -16.47096 2.90943 7.34334  -0.052
O29 -12.53406 -1.91173 4.21768  -0.323
O30 -28.19299 -1.16395 2.59050  -0.300
C1 -14.04797 9.75625 6.97225  -0.549
C2 -24.84829 4.00809 -4.84665  -0.671
C3 -22.84690 7.06780 10.80322  -0.633
C4 -15.15727 -2.34215 3.65372  -0.707
C5 -28.68519 0.61551 0.54160  -0.569
C6 -18.17394 4.16674 1.79039  -0.578
H1 -11.79007 3.51221 5.75570  0.025
H2 -26.18411 4.54094 4.07266  0.040
H3 -20.64449 -2.98744 2.13173  0.041
H4 -27.00426 5.78935 3.82628  0.033
H5 -19.10448 -0.38674 -2.28533  0.035
H6 -16.99278 2.61521 6.59677  0.025
H7 -15.57926 2.97559 7.00171  0.022
H8 -24.66999 9.33207 0.60615  0.032
H9 -15.59613 -1.97304 -2.26154  0.023
H10 -18.80186 3.33334 -5.19533  0.023
H11 -12.52545 3.35071 4.44230  0.029
H12 -19.95325 -0.06024 -3.49565  0.033
H13 -15.02490 -1.02487 -1.22880  0.034
H14 -15.21904 4.70085 -4.24551  0.026
H15 -24.58777 7.82130 0.55420  0.038
H16 -21.37415 9.10266 -3.56696  0.025
H17 -22.06581 -1.22679 6.81127  0.022
H18 -19.93895 9.85793 3.57932  0.035
H19 -22.03254 0.26115 6.53411  0.030
H20 -20.16658 10.17529 5.04198  0.035
H21 -19.31515 4.21698 -4.07836  0.031
H22 -21.12806 8.00900 -2.54949  0.029
H23 -14.34346 4.48360 -5.46126  0.023
H24 -21.20062 -4.01920 1.17358  0.034

Forces on the atoms, in the same order (eV/Å):
0.16 0.37 0.13
0.19 -0.26 0.00
1.98 0.50 -1.15
1.18 1.44 1.15
0.52 -0.50 3.38
-2.44 1.26 -0.12
1.09 -2.20 -0.91
1.20 0.80 1.90
1.24 0.71 1.01
-0.23 -1.45 -1.25
-0.86 -1.62 -1.66
0.02 0.55 0.04
-0.05 0.00 0.94
-0.47 0.59 1.65
0.45 -0.29 -0.14
0.06 0.26 0.68
0.07 1.27 -1.37
-1.15 -0.24 -0.13
0.06 0.58 0.48
-1.82 0.18 -0.40
-0.58 0.18 0.12
0.54 -1.38 -0.21
-0.46 1.69 -0.33
-0.86 -1.23 -0.95
0.46 0.16 0.39
0.49 -0.71 0.37
0.28 0.10 0.04
0.35 0.03 -0.08
-1.66 -0.01 0.54
-0.18 0.12 0.13
-0.08 0.03 -0.70
0.92 2.95 -0.27
0.13 -1.24 -1.69
-0.34 0.10 -0.25
-0.44 -0.15 0.22
-0.13 -0.07 0.21
0.17 0.26 0.07
-1.92 -0.18 -2.81
-0.53 0.73 0.98
0.29 -0.50 -1.74
-2.95 0.31 0.02
-0.43 -0.13 -0.03
1.73 -0.19 -1.31
-1.88 -0.79 -0.97
-0.56 -0.84 1.51
0.42 0.06 1.77
0.94 0.22 -0.14
0.28 0.83 -1.13
1.30 -1.25 -0.03
-0.23 0.29 -0.32
0.07 0.01 0.44
0.32 0.44 0.14
1.39 0.94 -0.17
-0.08 -0.02 0.26
-1.69 -0.66 -1.46
0.22 0.01 -1.08
-0.59 0.58 1.46
0.18 -1.20 1.67
0.98 -1.31 0.28
2.26 1.29 -0.09
1.07 0.08 0.53
-0.73 -0.47 0.89
0.18 -0.02 0.14
0.08 -0.40 -0.04
0.18 0.17 0.25
-0.20 0.07 -0.12
0.37 -0.02 0.24
-0.18 -0.05 -0.19
0.30 0.06 -0.10
-0.01 0.22 -0.08
0.07 -0.20 -0.05
-0.08 -0.13 -0.14
-0.05 -0.12 -0.26
-0.09 0.11 -0.22
0.21 0.08 0.35
-0.32 -0.03 0.15
0.00 -0.36 -0.19
-0.12 0.02 -0.18
0.05 -0.19 -0.07
0.15 -0.06 -0.25
0.08 0.27 -0.14
0.10 0.05 0.29
-0.28 0.11 0.23
-0.07 -0.33 0.11
-0.01 -0.07 -0.19
-0.06 -0.24 -0.09


2.
DFT (wB97M-V/def2-TZVPD) results for a cluster of 7 separate species, C6H24FO6 in total in a non-equilibrium geometry.

Summary:
**Energy above the lowest of the compared OMol25 structures with the same formula, charge and spin**: 214.7 kJ/mol
**E_LUMO**: 3.1 eV
**Total charge**: -1
**Kohn-Sham gap**: 7.46 eV

Last column: natural (NBO) charge in e.
Cartesian coordinates (Å):
F1 5.22027 18.51937 -5.73502  -0.990
O1 8.59304 20.03827 -6.21551  -0.744
O2 8.37876 16.57413 -8.80469  -0.697
O3 3.95605 21.70979 -7.74110  -0.744
O4 3.31467 18.44076 -9.99922  -0.698
O5 2.74906 15.61289 -3.20882  -0.709
O6 3.95491 19.11714 -2.30875  -0.747
C1 9.53966 16.22963 -9.49293  -0.245
C2 4.88616 22.41802 -8.46854  -0.235
C3 1.69458 15.25159 -2.36493  -0.242
C4 3.07653 18.73120 -11.35396  -0.245
C5 4.90819 19.35486 -1.33714  -0.232
C6 9.04196 20.74811 -5.04519  -0.251
H1 8.62780 17.38919 -8.36281  0.476
H2 9.54198 21.67285 -5.33319  0.155
H3 2.80300 16.56603 -3.10772  0.479
H4 9.80528 20.26375 -4.43623  0.150
H5 8.20943 20.86439 -4.35130  0.179
H6 1.89710 15.59593 -1.35077  0.153
H7 2.07329 19.13041 -11.50310  0.149
H8 0.76219 15.66887 -2.74522  0.152
H9 5.53847 22.95614 -7.78078  0.150
H10 3.26898 17.85173 -11.96846  0.172
H11 4.47626 19.61632 -0.37113  0.159
H12 5.52787 18.46945 -1.19515  0.152
H13 5.61460 20.13593 -1.61821  0.152
H14 5.51103 21.75207 -9.06363  0.159
H15 10.32804 15.87493 -8.82904  0.148
H16 1.56861 14.16891 -2.37124  0.165
H17 3.22289 19.28651 -9.55439  0.473
H18 4.37947 21.04084 -7.19812  0.508
H19 4.47698 23.19310 -9.11654  0.160
H20 7.67341 19.83910 -6.02522  0.510
H21 9.47242 15.42268 -10.22260  0.166
H22 9.89377 17.08342 -10.07063  0.150
H23 3.75525 19.47020 -11.77978  0.148
H24 4.38871 18.97692 -3.15359  0.514

Forces on the atoms, in the same order (eV/Å):
0.19 0.65 0.32
0.73 0.52 0.99
-0.18 -0.30 -0.15
-1.67 -0.17 0.00
0.02 0.15 -0.37
0.21 -0.03 -0.06
-1.17 0.09 -0.06
1.08 -0.09 -0.56
1.53 0.33 0.15
-0.30 -0.21 -0.07
0.21 0.10 -0.46
1.25 -0.28 0.25
-0.06 -0.30 -0.23
-0.57 0.15 0.40
-0.53 0.38 -0.09
0.52 0.27 -0.41
0.15 -0.86 -0.33
-0.04 0.59 -0.13
-0.29 -0.08 0.26
-0.28 -0.26 -0.21
-0.31 0.14 0.25
0.42 0.17 0.01
-0.41 -0.25 0.25
-0.36 0.01 -0.17
0.13 -0.26 0.28
-0.03 0.39 -0.04
0.14 0.02 -0.27
0.27 0.22 0.29
0.22 -0.04 0.05
0.15 -0.06 0.60
0.24 -0.36 0.17
-0.63 -0.31 0.00
-0.54 -0.58 -0.27
-0.97 -0.12 0.07
0.36 0.14 -0.03
0.31 0.35 0.23
0.21 -0.10 -0.67


Question: Among the records above, which one has the highest total charge?
Answer: C6H24FO6